ORCA calculation (wB97M-V/def2-TZVPD) on C3H3IS as an isolated structure in a non-equilibrium geometry.

The geometry in ORCA input format:
```
! RIJCOSX wB97M-V def2-TZVPD def2/J DEFGRID3
* xyz 0 3
C 0.69400 -1.27541 2.04034
C -0.04197 -0.71964 1.22187
C -0.30779 1.00203 -1.46106
S -1.48428 0.32675 -0.21270
I 1.77195 -2.55010 3.17408
H 0.51757 1.46434 -0.91045
H -1.07300 1.68430 -1.95301
H -0.07648 0.06773 -1.89907
*
```

ΔE to the lowest compared entry with this formula, charge and spin ... 201.8 kJ/mol
Molar mass ... 198.0 g/mol
Frontier orbital gap (spin up / spin down) ... 8.277 / 5.776 eV
LUMO level (spin up / spin down) ... 0.6 / -2.9 eV

ORCA calculation (wB97M-V/def2-TZVPD) on C46H50Cl3N4O3Sn as an isolated structure in a non-equilibrium geometry.

The geometry in ORCA input format:
```
! RIJCOSX wB97M-V def2-TZVPD def2/J DEFGRID3
* xyz 1 1
Sn 0.36593 0.64085 0.03071
C 5.55632 1.16398 -0.68242
C 4.19201 1.67004 -0.19793
O 3.15130 1.05190 -0.39749
N 4.22194 2.96351 0.26793
C 3.06290 3.67990 0.81882
C 3.02115 5.13480 0.54364
C 3.44005 5.66679 -0.67150
C 3.30619 7.00172 -0.89484
C 2.80490 7.79756 0.13877
C 2.40941 7.19867 1.31377
N 2.46070 5.91206 1.50507
H 5.84198 0.20022 -0.22007
H 6.37581 1.89144 -0.50290
H 5.46122 0.95525 -1.77631
H 5.11186 3.44914 0.33121
H 3.11215 3.62455 1.91555
H 2.19053 3.04969 0.53455
H 3.78897 4.97836 -1.45333
H 3.49483 7.44675 -1.86409
H 2.68199 8.86904 -0.03029
H 2.04198 7.78093 2.12799
C -4.31304 1.63423 3.04515
C -3.11053 1.52931 2.13755
C -2.12998 2.67441 2.53766
C -3.47034 1.73156 0.69205
C -4.51080 2.54512 0.31948
C -4.74684 2.91244 -0.99236
C -3.98124 2.37324 -1.98407
C -2.98279 1.45467 -1.69887
C -2.17427 0.94050 -2.83612
C -1.32711 2.12144 -3.49301
C -3.11667 0.44733 -3.97314
C -2.79103 1.04497 -0.32906
N -1.79463 0.05553 -0.03068
C -1.97596 -1.23763 0.06308
C -0.82781 -2.15411 0.01036
N 0.46895 -1.69866 0.07486
C 1.57783 -2.42045 -0.41121
C 1.73879 -2.65349 -1.81706
C 2.81722 -3.43365 -2.24602
C 3.75815 -3.86031 -1.35352
C 3.71766 -3.57938 -0.01709
C 2.62175 -2.83629 0.44519
C 2.54488 -2.46301 1.95811
C 1.69798 -3.45057 2.75933
C 3.93442 -2.35926 2.61410
C 0.72696 -2.19838 -2.86005
C 1.27143 -0.94836 -3.56801
C 0.48873 -3.33172 -3.99216
C -1.30473 -3.53343 0.30655
C -0.71603 -4.76032 0.46352
C -1.54939 -5.86988 0.67825
C -2.93937 -5.79830 0.64912
C -3.53031 -4.52603 0.46567
C -4.95524 -4.21466 0.38568
C -5.42527 -2.92845 0.15235
C -4.56423 -1.85892 0.12376
C -3.19384 -2.05920 0.19796
C -2.69750 -3.40053 0.34676
H -3.96509 1.35414 4.07874
H -5.23943 0.97465 2.94966
H -4.68691 2.65324 3.20721
H -2.58805 0.56469 2.32923
H -2.59733 3.64317 2.30495
H -1.14457 2.62405 1.97838
H -1.86117 2.65817 3.64076
H -5.10483 3.02109 1.09538
H -5.64984 3.51727 -1.21244
H -4.10910 2.67780 -3.02113
H -1.57329 0.01635 -2.50018
H -1.88069 2.81098 -4.09372
H -0.55114 1.67122 -4.14599
H -0.80054 2.68809 -2.68956
H -3.62138 1.17929 -4.54321
H -3.94084 -0.22188 -3.62442
H -2.52603 -0.19716 -4.64613
H 3.00721 -3.47160 -3.26203
H 4.52884 -4.50591 -1.67899
H 4.52565 -3.83331 0.63591
H 2.15439 -1.39321 1.97502
H 2.20020 -4.42055 2.99321
H 0.67290 -3.55160 2.31462
H 1.58204 -3.08730 3.79710
H 4.33753 -3.38585 2.76096
H 3.76234 -1.87585 3.61169
H 4.63019 -1.72479 1.99509
H -0.24989 -1.89858 -2.42304
H 2.15208 -1.16357 -4.13184
H 1.52974 -0.09668 -2.86359
H 0.50372 -0.56896 -4.26678
H 1.39594 -3.43382 -4.59908
H -0.26147 -2.99463 -4.71835
H 0.25551 -4.31042 -3.54409
H 0.36033 -4.92106 0.44513
H -1.06726 -6.82398 0.84686
H -3.64566 -6.66577 0.82982
H -5.55690 -5.08428 0.12817
H -6.48815 -2.76451 0.06924
H -4.98195 -0.84435 -0.00835
Cl 0.25637 2.34574 5.21224
C 0.90884 0.82782 4.52172
Cl 0.69628 -0.43244 5.78214
Cl 2.69492 1.18301 4.29110
C 0.31835 0.49234 3.14833
O -0.51173 -0.40863 3.21616
O 0.79991 1.16070 2.15310
*
```

ΔE to the lowest compared entry with this formula, charge and spin ... 118.6 kJ/mol
Molar mass ... 932.0 g/mol
Frontier orbital gap ... 6.268 eV
LUMO level ... -4.9 eV

ORCA calculation (wB97M-V/def2-TZVPD) on a 3-piece molecular cluster, C3H12O2S2 overall in a non-equilibrium geometry.

The geometry in ORCA input format:
```
! RIJCOSX wB97M-V def2-TZVPD def2/J DEFGRID3
* xyz 0 1
C -1.78297 0.59805 -1.46354
C -0.36718 1.12298 -1.25655
S 0.87126 -0.36188 -1.60919
S 2.48397 0.49837 -0.78114
C 2.47818 -0.09632 0.95482
H -1.80210 0.09901 -2.46060
H -2.16047 -0.10563 -0.74508
H -2.55886 1.38481 -1.52377
H 0.05475 1.33781 -0.27121
H -0.10994 1.77931 -2.08228
H 2.99955 0.58101 1.59093
H 3.04541 -1.04816 0.91606
H 1.49627 -0.27907 1.42635
O -0.70880 -2.04988 0.91564
H -0.21774 -2.91078 0.95485
H -0.62385 -1.79413 -0.01577
O -1.12115 0.70691 1.53867
H -0.88204 -0.20517 1.40128
H -1.09428 0.74274 2.51054
*
```

ΔE to the lowest compared entry with this formula, charge and spin ... 74.0 kJ/mol
Molar mass ... 144.3 g/mol
Frontier orbital gap ... 9.286 eV
LUMO level ... 0.5 eV

ORCA calculation (wB97M-V/def2-TZVPD) on C7H21N7O14 as an isolated structure in a non-equilibrium geometry.

The geometry in ORCA input format:
```
! RIJCOSX wB97M-V def2-TZVPD def2/J DEFGRID3
* xyz 0 1
C 0.90577 -0.54541 3.18027
N 0.89481 -1.23573 4.54633
O 0.20451 -2.23934 4.72612
O 1.86755 -0.89584 5.20063
H 1.16109 0.51005 3.27475
H -0.06821 -0.44823 2.70064
H 1.71156 -0.90989 2.54315
C 3.46762 -2.50714 0.11086
N 2.42867 -2.67004 1.16163
O 1.50293 -1.90116 1.17219
O 2.72552 -3.49436 2.03105
H 4.18058 -1.85204 0.61148
H 2.91571 -1.95437 -0.64937
H 3.63525 -3.46877 -0.37419
C -3.20145 0.95028 0.01723
N -4.17331 1.80333 0.69889
O -3.93198 3.01067 0.77921
O -5.03202 1.21244 1.29337
H -2.93567 1.34842 -0.96202
H -3.70998 -0.01181 -0.04497
H -2.40579 0.77510 0.74134
C -3.24017 -1.80272 1.29390
N -1.97866 -1.88889 0.61486
O -2.03740 -2.45426 -0.45301
O -0.93331 -1.26176 1.02751
H -3.88763 -2.51404 0.78115
H -3.76297 -0.85695 1.15144
H -3.24385 -2.01294 2.36344
C -0.94382 1.29862 -3.27753
N -0.37246 2.45832 -2.52959
O 0.65103 2.90982 -2.97089
O -1.08772 3.02827 -1.73042
H -1.82759 1.69148 -3.78022
H -1.24635 0.60310 -2.49471
H -0.14476 0.96112 -3.93762
C 0.68169 -0.65340 -0.16740
N -0.20719 0.32356 -0.80211
O 0.33558 1.13812 -1.56909
O -1.42560 0.24535 -0.60551
H 0.40456 -0.76646 0.88070
H 1.69820 -0.35950 -0.42896
H 0.33406 -1.49923 -0.76056
C 2.27946 1.99236 -2.08180
N 3.61367 2.60856 -2.32902
O 4.60827 2.00477 -1.91349
O 3.59801 3.66365 -2.89093
H 2.40604 1.07637 -1.50470
H 1.83981 1.78708 -3.05784
H 1.74596 2.80344 -1.58622
*
```

ΔE to the lowest compared entry with this formula, charge and spin ... 1228.1 kJ/mol
Molar mass ... 427.3 g/mol
Frontier orbital gap ... 8.514 eV
LUMO level ... -1.6 eV

ORCA calculation (wB97M-V/def2-TZVPD) on a 6-piece molecular cluster, C16H31Cl10N2OSi overall in a non-equilibrium geometry.

The geometry in ORCA input format:
```
! RIJCOSX wB97M-V def2-TZVPD def2/J DEFGRID3
* xyz 1 1
C 1.94569 -0.73498 2.08707
Si 0.78331 0.04619 0.76634
C 1.57180 0.16839 -0.98236
C 0.35516 1.85034 1.32382
C -0.85243 -0.98433 0.77795
C -2.18439 -0.19405 0.69396
C -3.57514 -0.95107 0.72785
C -4.87517 -0.02889 0.64206
C -6.19761 -0.66557 1.28892
O -6.03254 -1.07075 2.68880
C -7.44563 0.38044 1.12127
N -7.08145 1.80630 1.40852
C -3.54954 -2.49761 0.86178
C -2.14485 -3.20079 0.92891
N -0.92298 -2.43588 0.87937
H 1.35909 -1.49354 2.71055
H 2.30951 0.12967 2.74834
H 2.81609 -1.30022 1.59534
H 2.35014 -0.64865 -1.19645
H 2.13518 1.16951 -1.05193
H 0.79986 0.11374 -1.83669
H 1.33908 2.43791 1.40110
H -0.29701 2.40316 0.56228
H -0.17646 1.78283 2.34035
H -2.17538 0.94836 0.61382
H -4.62500 0.93669 1.23197
H -5.10154 0.21433 -0.45732
H -6.47807 -1.62869 0.72436
H -5.14542 -0.74032 2.94623
H -7.86665 0.34361 0.05831
H -8.21851 0.07209 1.92488
H -6.39145 1.85461 2.19329
H -6.53422 2.18464 0.60501
H -4.52404 -3.09219 0.92470
H -2.08074 -4.33647 1.04334
H -0.00990 -2.92992 0.92031
C -5.91573 2.81488 5.08618
Cl -5.06193 1.58562 4.14104
Cl -5.56345 4.43828 4.48686
H -6.98753 2.63486 5.01338
H -5.59891 2.74412 6.12568
C 4.24248 -1.54327 -4.06617
Cl 3.20256 -0.12272 -4.22304
Cl 4.90792 -1.66854 -2.43269
H 3.65657 -2.43635 -4.27880
H 5.06297 -1.46229 -4.77785
C 7.75364 -2.62158 -0.60700
Cl 7.28303 -2.63447 1.09842
Cl 8.91227 -3.90847 -0.95888
H 6.86658 -2.76737 -1.21970
H 8.20986 -1.66056 -0.84117
C 1.26019 3.18761 -4.75265
Cl 0.21956 4.60649 -4.91213
Cl 1.92844 3.06445 -3.11976
H 0.67454 2.29372 -4.96355
H 2.08020 3.26801 -5.46494
C 9.96097 0.17170 -2.99323
Cl 11.03224 -0.73852 -1.92301
Cl 8.31394 -0.47151 -2.94558
H 9.94317 1.21299 -2.67463
H 10.33766 0.10408 -4.01283
*
```

Molar mass ... 650.1 g/mol
Frontier orbital gap ... 7.125 eV
LUMO level ... -4.5 eV

ORCA calculation (wB97M-V/def2-TZVPD) on an isolated ion of composition C4H8N3O and charge +1 in a non-equilibrium geometry.

The geometry in ORCA input format:
```
! RIJCOSX wB97M-V def2-TZVPD def2/J DEFGRID3
* xyz 1 1
C 2.28041 -0.33105 0.19445
N 0.84404 -0.16238 -0.11708
C 0.50319 1.19438 -0.31235
C 0.10312 -1.19859 -0.34674
O 0.13836 -2.34020 -0.30983
N -1.30260 -0.69741 -0.84890
C -2.15280 -0.43914 -0.14249
N -2.94616 0.10081 0.65027
H 2.64243 -1.44147 0.24481
H 2.98157 0.02558 -0.70577
H 2.38613 0.19397 1.19303
H -0.57766 1.44607 -0.24679
H 1.13430 1.77562 0.38429
H 0.91754 1.40714 -1.33492
H -3.35318 -0.30499 1.42930
H -3.59870 0.77164 0.26871
*
```

ΔE to the lowest compared entry with this formula, charge and spin ... 387.4 kJ/mol
Molar mass ... 114.1 g/mol
Frontier orbital gap ... 9.936 eV
LUMO level ... -4.4 eV